Entry 1:
{
  "formula": "C26H34Br2N5O2Pb",
  "method": "ωB97M-V with the def2-TZVPD basis set",
  "charge": -1,
  "gap_ha": 0.2393,
  "e_homo_ev": -4.040,
  "elements": ["Pb", "Br", "Br", "O", "O", "N", "N", "N", "N", "N", "C", "C", "C", "C", "C", "C", "C", "C", "C", "C", "C", "C", "C", "C", "C", "C", "C", "C", "C", "C", "C", "C", "C", "C", "C", "C", "H", "H", "H", "H", "H", "H", "H", "H", "H", "H", "H", "H", "H", "H", "H", "H", "H", "H", "H", "H", "H", "H", "H", "H", "H", "H", "H", "H", "H", "H", "H", "H", "H", "H"],
  "coordinates": [[-0.36, 0.55, 0.35], [-2.05, 0.86, 3.89], [-1.54, -2.27, 3.55], [3.71, -0.36, 2.27], [1.58, 0.33, 2.23], [-1.22, 1.40, -1.83], [-0.11, -1.86, 0.22], [-2.45, -0.72, -0.23], [1.57, 3.04, 0.46], [1.12, 0.31, -1.50], [-3.31, -2.62, -1.43], [-0.68, 1.18, -5.50], [-1.08, -4.06, 0.13], [2.83, -1.52, -1.83], [3.32, 1.92, 1.79], [-0.58, 1.13, -2.93], [-3.63, 0.78, -1.85], [-1.10, -2.65, -0.10], [1.93, -3.31, -0.21], [2.45, -0.17, -1.18], [0.63, 1.10, -5.94], [-2.97, -5.09, -1.17], [-2.35, -1.97, -0.59], [1.82, 0.73, -3.75], [0.83, 0.68, -2.72], [2.23, 2.99, 1.77], [1.11, -2.46, 0.78], [2.84, 0.50, 2.14], [-0.76, -0.58, 4.03], [-1.20, 1.19, -4.22], [-1.88, -5.09, -0.31], [-3.56, -3.95, -1.69], [1.73, 0.93, -5.11], [3.15, -2.62, -0.82], [-3.66, 0.02, -0.51], [-2.58, 1.89, -1.85], [-1.57, -6.07, 0.05], [-3.77, 0.77, 0.29], [-3.97, -1.94, -1.94], [0.81, 1.17, -7.01], [4.14, 2.19, 2.45], [1.72, -1.65, 1.17], [0.08, -0.36, 3.37], [2.83, 0.57, -3.40], [2.23, 3.26, -0.27], [-4.39, -4.12, -2.38], [-2.75, 2.57, -2.70], [3.69, -1.38, -2.48], [-3.43, 0.08, -2.66], [2.28, -4.21, 0.33], [0.84, -3.05, 1.66], [1.29, -3.67, -1.01], [-2.73, 2.49, -0.95], [-2.28, 1.28, -4.19], [2.69, 0.92, -5.62], [3.20, 0.60, -1.43], [1.46, 2.72, 2.49], [3.75, 1.83, 0.79], [2.65, 3.96, 2.08], [-0.26, -4.38, 0.76], [2.01, -1.85, -2.47], [-0.47, -0.63, 5.07], [-4.55, -0.62, -0.46], [-4.62, 1.21, -2.02], [2.50, -0.28, -0.10], [3.78, -2.21, -0.02], [3.75, -3.39, -1.32], [-3.39, -6.05, -1.45], [-1.43, 1.26, -6.28], [0.85, 3.75, 0.44]]
}

Entry 2:
{
  "formula": "C26H34Cl2MgN3SSi2Te",
  "method": "ωB97M-V with the def2-TZVPD basis set",
  "charge": 1,
  "gap_ha": 0.2692,
  "e_homo_ev": -10.523,
  "elements": ["Te", "Cl", "Cl", "S", "Si", "Si", "Mg", "N", "N", "N", "C", "C", "C", "C", "C", "C", "C", "C", "C", "C", "C", "C", "C", "C", "C", "C", "C", "C", "C", "C", "C", "C", "C", "C", "C", "C", "H", "H", "H", "H", "H", "H", "H", "H", "H", "H", "H", "H", "H", "H", "H", "H", "H", "H", "H", "H", "H", "H", "H", "H", "H", "H", "H", "H", "H", "H", "H", "H", "H", "H"],
  "coordinates": [[-0.10, 0.02, 2.17], [-0.50, 5.83, 1.44], [-3.62, 1.47, 0.30], [-0.80, 3.15, -0.21], [-0.65, -3.31, 1.38], [-1.36, 1.03, 5.10], [-1.27, 0.85, -0.24], [-0.06, 0.21, -1.81], [3.97, -0.05, -5.04], [2.31, -1.16, -6.05], [-3.28, 3.02, 1.11], [-2.07, 3.69, 0.88], [1.76, -0.22, -3.88], [3.61, -1.78, -8.11], [-1.68, -0.09, 3.61], [0.44, -0.66, -3.98], [4.85, -1.65, -8.70], [1.21, 0.63, -1.71], [3.43, -1.19, -6.85], [-1.31, 2.79, 4.46], [0.21, -4.96, 1.53], [2.67, -0.48, -4.99], [-4.30, 3.46, 1.93], [2.14, 0.44, -2.71], [-0.43, -0.42, -2.93], [0.27, 0.55, 5.88], [4.48, -0.49, -6.24], [-4.12, 4.67, 2.60], [-1.95, 4.89, 1.59], [-2.94, 5.37, 2.43], [5.90, -0.94, -8.07], [0.51, -2.02, 2.15], [5.74, -0.35, -6.83], [-0.91, -2.88, -0.42], [-2.30, -3.33, 2.26], [-2.77, 0.77, 6.29], [2.81, -2.31, -8.59], [-2.26, 3.06, 3.99], [-2.84, -2.39, 2.15], [0.11, -1.17, -4.87], [-2.81, -0.26, 6.64], [-0.39, -5.76, 1.09], [1.18, -4.96, 1.03], [-2.78, 6.31, 2.94], [-3.74, 1.01, 5.85], [4.45, 0.51, -4.36], [1.47, -2.01, 1.61], [-2.60, 0.20, 3.09], [5.03, -2.09, -9.67], [-5.20, 2.89, 2.04], [1.11, 0.68, 5.20], [-2.92, -4.12, 1.84], [-1.51, -3.65, -0.91], [0.03, -2.79, -0.97], [-1.46, -1.94, -0.54], [-2.65, 1.41, 7.17], [6.85, -0.87, -8.57], [0.76, -2.25, 3.19], [0.25, -0.48, 6.23], [6.55, 0.18, -6.36], [-0.52, 2.93, 3.72], [-4.90, 5.05, 3.24], [-1.78, -1.15, 3.86], [3.14, 0.81, -2.56], [-2.19, -3.54, 3.33], [0.46, 1.18, 6.75], [-1.46, -0.75, -2.99], [-1.13, 3.49, 5.27], [0.38, -5.22, 2.58], [1.48, 1.17, -0.81]]
}

Entry 3:
{
  "formula": "C26H34ClIrN2O7P",
  "method": "ωB97M-V with the def2-TZVPD basis set",
  "charge": 0,
  "gap_ha": [0.3047, 0.2490],
  "e_homo_ev": [-8.410, -8.142],
  "s_squared": 0.756,
  "spin_multiplicity": 2,
  "elements": ["Ir", "Cl", "P", "O", "O", "O", "O", "O", "O", "O", "N", "N", "C", "C", "C", "C", "C", "C", "C", "C", "C", "C", "C", "C", "C", "C", "C", "C", "C", "C", "C", "C", "C", "C", "C", "C", "C", "C", "H", "H", "H", "H", "H", "H", "H", "H", "H", "H", "H", "H", "H", "H", "H", "H", "H", "H", "H", "H", "H", "H", "H", "H", "H", "H", "H", "H", "H", "H", "H", "H", "H", "H"],
  "coordinates": [[-0.68, -0.13, -0.39], [-6.66, 3.01, -5.50], [1.67, 1.65, -2.16], [-2.28, -0.03, 0.93], [2.46, -2.57, 0.19], [-2.79, 0.41, 3.08], [-1.88, 1.62, -0.99], [0.49, -1.78, -0.53], [1.91, -0.55, 5.06], [-1.93, -0.26, -2.05], [0.76, 0.58, -1.44], [0.18, -0.24, 1.40], [3.44, -0.51, -2.24], [-2.40, 0.91, -1.90], [1.34, -0.51, 3.83], [1.61, 3.47, -4.43], [-4.91, 1.13, -4.68], [1.95, -1.08, 2.71], [-0.30, 1.87, -4.13], [-3.47, 1.42, -2.77], [3.04, 0.72, -3.06], [4.29, 1.55, -3.36], [2.48, 0.16, -4.38], [-0.05, 3.82, -2.63], [0.74, 2.74, -3.39], [1.51, -1.82, 0.28], [-4.00, 2.68, -2.55], [-5.43, 2.39, -4.44], [0.05, 0.02, 3.73], [-2.01, 0.23, 2.18], [3.07, 4.00, -1.29], [1.30, -0.95, 1.50], [3.40, 1.91, 0.01], [-3.93, 0.64, -3.83], [-0.51, 0.10, 2.48], [-4.99, 3.18, -3.39], [1.26, 3.12, 0.19], [2.38, 2.73, -0.79], [-0.77, 1.14, -3.47], [-1.08, 2.52, -4.53], [-3.64, 3.27, -1.72], [-5.28, 0.54, -5.50], [1.73, 3.59, 1.06], [3.00, 0.94, 0.33], [2.31, 0.91, -5.14], [1.57, -0.41, -4.22], [3.66, 2.47, 0.91], [0.70, 2.25, 0.54], [3.98, -0.27, -1.33], [-5.42, 4.16, -3.23], [-0.64, 3.41, -1.82], [2.85, -1.68, 2.76], [0.13, 1.33, -4.97], [2.13, 2.79, -5.11], [-0.53, 0.28, 4.60], [4.97, 0.93, -3.95], [4.11, -1.11, -2.86], [3.87, 3.81, -2.00], [2.35, 4.12, -3.97], [2.77, -0.98, 5.02], [2.37, 4.71, -1.74], [2.58, -1.12, -1.99], [0.96, 4.10, -5.04], [-3.50, -0.34, -3.99], [3.51, 4.50, -0.42], [4.83, 1.82, -2.45], [4.10, 2.46, -3.92], [4.32, 1.73, -0.54], [-0.73, 4.30, -3.34], [0.60, 4.61, -2.24], [3.23, -0.54, -4.78], [0.55, 3.83, -0.23]]
}